No. 1
Below is a structure of composition C16H17FN6O4STa, with properties calculated with ωB97M-V/def2-TZVPD.

Values from the calculation:
* orbital gap: 6.02 eV
* electronic energy: -49077.3473 eV
* total charge: +3

Geometry as XYZ:
```
46
C16H17FN6O4STa (ωB97M-V/def2-TZVPD)
Ta -0.239 0.329 0.245
S 1.902 -0.521 0.580
F -2.860 -4.710 -5.739
O -0.225 -5.377 -5.198
O -0.169 -2.196 -1.854
O -1.142 -1.339 0.051
O -0.551 0.069 -1.617
N 2.068 2.001 1.591
N -1.793 1.431 1.216
N -0.144 -3.797 -3.534
N -2.000 -2.510 -3.065
N 4.035 0.849 1.428
N 0.725 1.893 1.424
C -2.416 -1.491 -2.103
C -2.772 -3.130 -4.062
C -1.087 -1.226 -1.373
C 2.737 0.925 1.267
C 0.568 4.051 2.567
C -2.415 3.401 2.416
C -2.207 -4.095 -4.795
C -4.095 1.821 1.727
C -3.753 3.010 2.356
C 5.935 -0.445 2.297
C 4.953 -0.273 1.153
C -0.009 2.858 1.916
C -1.454 2.597 1.847
C -0.753 -2.868 -2.848
C -3.094 1.058 1.168
C -0.807 -4.542 -4.605
H 6.625 -1.252 2.060
H -3.789 -2.790 -4.191
H -4.517 3.631 2.807
H 0.825 -4.045 -3.346
H 5.472 -0.057 0.218
H -2.137 4.315 2.918
H -0.116 4.895 2.551
H 5.422 -0.691 3.226
H 4.460 1.690 1.808
H -2.775 -0.593 -2.605
H -3.166 -1.889 -1.419
H 0.801 3.810 3.611
H -3.312 0.114 0.687
H 6.528 0.458 2.446
H 1.506 4.323 2.089
H 4.357 -1.173 1.012
H -5.120 1.482 1.676
```

---

No. 2
Below is a cluster of 3 separate species, C16H17FNO12S3 in total at a distorted geometry, with properties calculated with ωB97M-V/def2-TZVPD.

Values from the calculation:
* orbital gap: 7.05 eV
* electronic energy: -78151.2804 eV
* total charge: -1

Geometry as XYZ:
```
50
C16H17FNO12S3 (ωB97M-V/def2-TZVPD)
S -1.280 -1.589 2.013
S 1.042 1.006 0.899
S -0.763 -4.670 -0.176
F 2.470 1.048 0.233
O 4.351 -0.583 2.499
O 1.227 0.621 2.254
O -1.978 1.612 1.832
O -1.353 0.947 -1.101
O 5.924 0.741 1.568
O -4.801 -0.833 -2.231
O -3.663 -2.763 -2.107
O -5.562 -2.620 -3.333
O 0.477 2.277 0.667
O -3.908 0.618 1.255
O 0.380 0.393 -2.410
O 5.117 1.234 3.592
N -1.273 -2.016 -0.684
C -2.696 0.905 1.106
C 1.434 -1.320 -0.288
C -2.061 0.174 -0.102
C -1.064 -0.931 0.358
C -5.811 -0.357 -3.129
C -0.183 0.379 -1.366
C -4.579 -2.139 -2.517
C -6.596 0.783 -2.533
C -1.156 -3.166 -0.327
C 6.246 2.083 3.371
C 7.709 2.384 1.310
C 1.838 -2.080 0.715
C -6.595 -1.625 -3.368
C 0.301 -0.345 -0.094
C 6.340 2.083 1.865
C 5.057 0.361 2.549
H 6.075 3.071 3.793
H 1.582 -1.881 1.740
H 5.599 2.761 1.431
H 2.496 -2.919 0.552
H -2.893 -0.309 -0.593
H -5.979 1.679 -2.468
H -7.467 1.009 -3.150
H -5.311 -0.034 -4.047
H -6.922 0.543 -1.521
H 1.933 -1.352 -1.243
H -7.304 -1.837 -2.563
H 8.416 1.595 1.568
H 7.677 2.447 0.223
H 7.120 1.629 3.846
H -7.113 -1.638 -4.324
H -0.575 -0.710 2.738
H 8.076 3.335 1.697
```